Here is C18H21CrN3S as an isolated structure from the Open Molecules 2025 dataset. Energies are from ωB97M-V with the def2-TZVPD basis set.

As for the total charge: +1. The value obtained for the frontier orbital gap (alpha / beta) is 6.9 / 7.4 eV. The energy above the lowest of the compared OMol25 structures with the same formula, charge and spin is 0.0 kcal/mol. For the LUMO energy (alpha / beta), the calculation gives -3.94 / -3.53 eV. The expectation value of S² is 0.81. Its spin multiplicity is 2.

```
44
Properties=species:S:1:pos:R:3:mulliken_spin:R:1
Cr -0.1220 -0.5205 -0.3689 1.22
C 0.4037 -0.6713 -3.3478 -0.01
C 0.3217 -2.0498 -2.7681 0.03
C 0.4648 -3.1927 -3.5649 -0.01
C 0.4375 -4.4385 -2.9903 0.01
C 0.2737 -4.5556 -1.5940 0.00
C 0.2530 -5.7907 -0.9185 -0.01
C 0.1055 -5.8363 0.4464 0.00
C -0.0335 -4.6594 1.1818 -0.01
C -0.0398 -3.4300 0.5476 0.00
S -0.2370 -1.9605 1.4516 -0.10
C 0.1216 -3.3520 -0.8545 0.01
N 0.1417 -2.1271 -1.4514 -0.03
H 0.0534 -0.6650 -4.3760 0.00
H 1.4417 -0.3308 -3.3457 0.00
H -0.1933 0.0368 -2.7529 -0.01
H 0.5960 -3.0797 -4.6283 0.00
H 0.5513 -5.3319 -3.5865 0.00
H 0.3706 -6.6917 -1.4993 0.00
H 0.1010 -6.7854 0.9598 0.00
H -0.1385 -4.6834 2.2558 0.00
N -2.4307 -0.5615 -0.6406 -0.01
C -2.9618 0.2661 0.4508 0.00
C -2.1002 1.5212 0.6006 -0.01
N -0.7212 1.1127 0.9122 -0.01
H -2.8354 -0.2701 -1.5302 0.00
H -2.7069 -1.5290 -0.4955 0.00
H -2.9034 -0.3172 1.3727 0.00
H -4.0078 0.5520 0.2853 0.00
H -2.5275 2.1691 1.3721 0.00
H -2.0955 2.0814 -0.3425 0.00
H -0.7009 0.7284 1.8592 0.00
H -0.1142 1.9321 0.9523 0.00
C 4.5227 0.7293 -0.1146 0.02
C 4.1462 -0.6019 -0.1273 -0.01
C 2.8062 -0.9400 -0.2056 0.01
C 1.8068 0.0239 -0.2942 -0.12
C 2.2193 1.3559 -0.3402 0.03
C 3.5557 1.7106 -0.2361 -0.01
H 5.5622 0.9990 -0.0160 0.00
H 4.8909 -1.3820 -0.0650 0.00
H 2.5416 -1.9908 -0.1887 0.00
H 1.4900 2.1539 -0.4651 0.00
H 3.8420 2.7504 -0.2423 0.00
```

=====

Here is C18H21FeN4O8P2S2 as an isolated structure from the Open Molecules 2025 dataset. Energies are from ωB97M-V with the def2-TZVPD basis set.

As for the total charge: +1. The value obtained for the frontier orbital gap (alpha / beta) is 8.6 / 8.6 eV. The energy above the lowest of the compared OMol25 structures with the same formula, charge and spin is 7.2 kcal/mol. For the LUMO energy (alpha / beta), the calculation gives -3.31 / -3.35 eV. The expectation value of S² is 6.01. Its spin multiplicity is 5.

```
56
Properties=species:S:1:pos:R:3:mulliken_spin:R:1
Fe 0.0004 0.5127 -0.0124 3.83
S -4.8689 -3.7154 4.2423 0.00
N -3.6808 -4.1937 3.2696 0.00
C -3.1342 -3.1062 2.7611 0.00
C -2.0356 -3.0650 1.8260 0.00
C -1.3727 -4.2037 1.3596 0.00
C -0.3458 -4.0566 0.4544 0.00
C -0.0127 -2.7712 0.0295 0.00
N -0.6372 -1.6892 0.4609 0.02
C -1.6233 -1.8090 1.3590 0.01
C -2.2575 -0.5785 1.8275 -0.03
N -1.7939 0.5829 1.3402 0.04
C -2.3134 1.7233 1.7673 0.00
C -3.3437 1.7779 2.7035 0.00
C -3.8458 0.5976 3.2029 0.00
C -3.3024 -0.6117 2.7594 0.00
C -3.7547 -1.9038 3.2183 0.00
N -4.7483 -2.1226 4.0572 0.00
H -1.6774 -5.1769 1.7215 0.00
H 0.1973 -4.9105 0.0759 0.00
H 0.7846 -2.6074 -0.6864 0.00
H -1.8899 2.6273 1.3454 0.00
H -3.7281 2.7335 3.0292 0.00
H -4.6434 0.5821 3.9338 0.00
C 2.3939 3.2130 2.7305 0.00
C 2.9683 2.3355 1.6321 0.00
O 4.3393 2.5554 1.3696 0.00
P 2.0324 2.5551 0.0739 -0.02
O 2.3677 1.3238 -0.9038 0.00
O 2.7099 3.8243 -0.5987 0.00
O 0.5423 2.6733 0.1239 0.03
P 2.7547 0.5259 2.0530 0.01
O 3.8035 -0.1292 0.9925 0.00
O 3.0664 0.2296 3.4514 0.00
O 1.4040 0.1590 1.4594 0.05
H 2.5303 4.2713 2.4956 0.00
H 2.8889 2.9756 3.6710 0.00
H 1.3276 3.0127 2.8451 0.00
H 4.5278 3.4997 1.4131 0.00
H 3.1027 0.7521 -0.5865 0.00
H 2.2419 4.1395 -1.3868 0.00
H 4.6857 -0.1980 1.3900 0.00
O -0.9987 0.0003 -1.8662 0.03
S -1.6927 -1.1231 -2.5901 0.01
C -2.6058 -0.3641 -3.9743 0.00
C -3.8317 -1.2537 -4.2002 0.00
C -4.1443 -2.0244 -2.8915 0.00
C -3.2951 -1.4263 -1.7776 0.00
H -1.9629 -0.2938 -4.8491 0.00
H -2.8593 0.6423 -3.6399 0.00
H -3.6452 -1.9584 -5.0079 0.00
H -4.6729 -0.6321 -4.5006 0.00
H -3.8933 -3.0788 -3.0092 0.00
H -5.2019 -1.9736 -2.6405 0.00
H -3.1742 -2.0862 -0.9204 0.00
H -3.6560 -0.4509 -1.4441 0.00
```

=====

Here is C18H21FeN7O4 as an isolated structure from the Open Molecules 2025 dataset. Energies are from ωB97M-V with the def2-TZVPD basis set.

As for the total charge: -1. The value obtained for the frontier orbital gap (alpha / beta) is 5.1 / 7.0 eV. The energy above the lowest of the compared OMol25 structures with the same formula, charge and spin is 56.0 kcal/mol. For the LUMO energy (alpha / beta), the calculation gives 2.73 / 2.74 eV. The expectation value of S² is 8.86. Its spin multiplicity is 6.

```
51
Properties=species:S:1:pos:R:3:mulliken_spin:R:1
Fe -0.8485 0.0985 -0.6538 3.70
O -1.8897 -1.5742 -0.2415 0.04
C -2.7573 -1.8957 0.6544 0.05
C -4.1178 -2.1037 0.3103 -0.01
C -5.0155 -2.6321 1.2040 0.03
C -4.6220 -2.9691 2.5080 -0.01
C -3.3242 -2.7184 2.8906 0.05
C -2.3943 -2.1358 2.0142 -0.06
C -1.0355 -1.9107 2.4364 0.27
N -0.3310 -0.8311 2.1198 -0.03
C 1.1264 -0.9579 2.1458 0.00
C 1.6045 -1.7794 0.9487 0.02
N 1.2866 -1.1454 -0.3228 0.00
C 1.9507 -1.5770 -1.3299 0.02
C 1.8382 -1.1456 -2.7045 0.01
C 2.6119 -1.8208 -3.6600 0.00
C 2.5886 -1.4802 -4.9919 0.00
C 1.7579 -0.4238 -5.3924 0.00
C 0.9947 0.2647 -4.4837 0.00
C 1.0027 -0.0607 -3.0994 0.01
O 0.3183 0.6443 -2.2681 0.02
H -4.4072 -1.8523 -0.7011 0.00
H -6.0409 -2.8001 0.8936 0.00
H -5.3288 -3.4017 3.2043 0.00
H -3.0040 -2.9499 3.9007 0.00
H -0.5079 -2.6573 3.0213 0.02
H 1.4195 -1.4677 3.0680 0.00
H 1.5570 0.0436 2.1312 0.00
H 1.1097 -2.7563 0.9983 -0.01
H 2.6874 -1.9421 1.0470 0.00
H 2.7006 -2.3705 -1.1737 0.01
H 3.2419 -2.6389 -3.3252 0.00
H 3.1888 -2.0176 -5.7137 0.00
H 1.7168 -0.1453 -6.4396 0.00
H 0.3523 1.0816 -4.7868 0.00
N 1.4793 2.5110 -0.0546 0.01
N 0.8974 3.7556 -0.4500 0.00
C -0.4844 3.6971 -0.6652 0.25
N -1.0164 4.8991 -1.0822 0.04
N -1.0710 2.5520 -0.5915 -0.10
N -2.3959 2.3956 -0.7788 0.38
O -3.2396 3.3466 -0.8441 0.22
O -2.7512 1.1488 -0.8609 0.21
H 2.4706 2.6855 0.0867 0.00
H 1.3635 1.8150 -0.8031 0.00
H 1.3290 4.1423 -1.2892 0.02
H -0.6554 5.6863 -0.5631 0.01
H -2.0405 4.8148 -1.0988 0.00
C -0.8241 0.3085 1.5100 -0.19
H -0.1607 1.1562 1.6361 0.02
H -1.8715 0.4851 1.7354 0.00
```

=====

Here is C18H21GeI2IrN3OS as an isolated structure from the Open Molecules 2025 dataset. Energies are from ωB97M-V with the def2-TZVPD basis set.

As for the total charge: -1. The value obtained for the frontier orbital gap (alpha / beta) is 5.8 / 6.0 eV. The energy above the lowest of the compared OMol25 structures with the same formula, charge and spin is 4.2 kcal/mol. For the LUMO energy (alpha / beta), the calculation gives 2.21 / 2.21 eV. Its spin multiplicity is 1.

```
48
Properties=species:S:1:pos:R:3:nbo_charge:R:1
Ir -0.1047 0.3172 0.4179 0.76
I -7.3693 0.1136 2.6686 0.08
C -5.4841 0.5909 1.9013 -0.21
C -5.0234 1.8985 1.9529 -0.26
C -3.7714 2.1902 1.4501 -0.24
I -3.0728 4.1524 1.5243 0.13
C -2.9136 1.2154 0.8750 0.43
O -1.7715 1.5670 0.3978 -0.72
C -3.4390 -0.1080 0.8192 -0.16
C -2.6594 -1.2225 0.1729 -0.22
N -1.3791 -1.3966 0.8775 -0.61
C -0.6145 -2.6038 0.5428 -0.25
C 0.8796 -2.3836 0.4953 0.23
C 1.7510 -3.4453 0.6693 -0.24
C 3.1184 -3.2264 0.6236 -0.17
C 3.5724 -1.9380 0.4131 -0.25
C 2.6450 -0.9234 0.2554 0.07
N 1.3275 -1.1401 0.2781 -0.40
C -4.6941 -0.3962 1.3385 -0.21
H -5.6281 2.6825 2.3872 0.23
H -2.4158 -0.9921 -0.8662 0.22
H -3.2635 -2.1382 0.2002 0.17
H -1.5637 -1.3686 1.8768 0.41
H -0.9558 -2.9669 -0.4305 0.22
H -0.8057 -3.3996 1.2688 0.20
H 1.3518 -4.4326 0.8637 0.21
H 3.8114 -4.0428 0.7788 0.21
H 4.6267 -1.7007 0.4022 0.22
H 2.9398 0.1101 0.1380 0.23
H -5.0607 -1.4152 1.2871 0.21
S 2.2521 -0.0382 4.6695 -0.35
C 1.1686 -0.0543 3.4434 0.17
N 0.3877 -0.0786 2.5735 -0.67
C 1.8662 -0.0411 -3.0179 -1.09
Ge 1.9499 1.6717 -2.0529 1.55
C 3.8684 2.0805 -1.7916 -1.09
C 1.2915 3.0478 -3.2926 -1.08
C 0.8577 1.7243 -0.4660 -0.89
H 2.4095 0.0345 -3.9631 0.21
H 0.8239 -0.2839 -3.2291 0.23
H 2.2956 -0.8596 -2.4416 0.22
H 4.3554 2.2594 -2.7530 0.21
H 4.3949 1.2635 -1.2930 0.21
H 3.9792 2.9741 -1.1750 0.23
H 1.9673 3.1640 -4.1423 0.21
H 1.2065 4.0071 -2.7795 0.23
H 0.3022 2.7747 -3.6626 0.23
H 0.5899 2.7568 -0.2060 0.17
```